Density functional theory data (the ωB97M-V functional and the def2-TZVPD basis) for C3H9N2OP as an isolated structure.

Properties
electronic energy: -645.7030 hartree
LUMO level: 0.572 eV
strongest force on any atom: 2.7 eV/A

The geometry in XYZ format:
```
16
Properties=species:S:1:pos:R:3:nbo_charge:R:1
C -1.199 0.148 1.038 -0.653
C 1.651 1.029 0.254 -0.983
C 0.577 -1.596 -0.397 -0.995
N -2.203 -0.297 0.042 0.137
N -0.723 0.906 -1.347 -1.285
O -3.245 0.318 0.018 -0.288
P 0.096 0.173 -0.246 1.748
H -1.416 1.120 1.489 0.234
H -1.052 -0.622 1.795 0.237
H 1.390 2.063 0.475 0.251
H 2.175 0.579 1.091 0.235
H 2.294 1.021 -0.627 0.244
H 1.286 -1.704 -1.218 0.242
H 1.037 -1.956 0.523 0.235
H -0.329 -2.163 -0.617 0.262
H -0.339 0.982 -2.274 0.379
```

***

Density functional theory data (the ωB97M-V functional and the def2-TZVPD basis) for an isolated ion of composition C3H9N2S and charge -1.

Properties
electronic energy: -627.3770 hartree
LUMO level: 3.947 eV
charge: -1
strongest force on any atom: 2.2 eV/A
structure (SMILES): NCNCC[S-]

The geometry in XYZ format:
```
15
Properties=species:S:1:pos:R:3:nbo_charge:R:1
N -2.970 -0.139 0.989 -0.874
C -2.114 0.634 0.099 -0.052
N -0.769 0.975 0.638 -0.668
C 0.362 0.110 0.657 -0.226
C 1.296 0.383 -0.542 -0.578
S 2.263 -1.031 -1.015 -0.729
H -3.063 0.235 1.901 0.343
H -2.808 -1.128 1.273 0.361
H -2.507 1.714 0.104 0.180
H -2.098 -0.022 -0.817 0.173
H -0.424 1.866 0.391 0.347
H 0.823 0.355 1.637 0.170
H -0.019 -0.863 0.771 0.185
H 0.743 0.670 -1.445 0.181
H 2.050 1.060 -0.245 0.190
```

***

Density functional theory data (the ωB97M-V functional and the def2-TZVPD basis) for an isolated ion of composition C3H9N2Si and charge +1.

Properties
electronic energy: -518.3442 hartree
LUMO level: -4.877 eV
charge: +1
strongest force on any atom: 4.7 eV/A

The geometry in XYZ format:
```
15
Properties=species:S:1:pos:R:3:nbo_charge:R:1
C -0.045 1.112 -0.053 0.344
C 0.809 -1.300 0.477 -0.066
C 1.814 -0.351 -0.185 -0.337
N -0.776 0.159 0.215 -0.732
N 1.295 1.040 -0.130 -0.557
Si -2.516 -0.174 -0.033 1.048
H -0.341 2.096 -0.071 0.213
H 0.429 -2.200 -0.143 0.262
H 0.529 -1.090 1.554 0.256
H 2.771 -0.443 0.508 0.275
H 2.077 -0.708 -1.295 0.242
H 1.837 1.800 -0.485 0.434
H -2.257 -1.466 -0.444 -0.131
H -2.595 0.957 -1.063 -0.148
H -3.030 0.567 1.150 -0.102
```

***

Density functional theory data (the ωB97M-V functional and the def2-TZVPD basis) for a 2-piece molecular cluster, C3H9N3 overall.

Properties
multiplicity: 2
electronic energy: -283.8682 hartree
LUMO level (spin up / spin down): 4.087 / 4.218 eV
charge: -1
strongest force on any atom: 2.1 eV/A

The geometry in XYZ format:
```
15
Properties=species:S:1:pos:R:3:lowdin_spin:R:1
C 0.362 -0.086 -1.110 0.129
C 1.482 -0.801 -0.943 0.277
N 1.932 -1.862 -1.756 0.054
H 0.231 0.693 -0.387 0.020
H -0.286 -0.277 -1.957 0.010
H 2.297 -0.324 -0.405 0.080
H 2.784 -1.650 -2.271 0.057
H 1.204 -2.019 -2.448 0.016
N -0.509 1.453 1.914 0.055
C -1.715 0.783 1.787 0.104
N -2.573 1.021 0.878 0.013
H -0.221 1.821 1.009 0.033
H 0.232 0.804 2.209 0.106
H -1.764 -0.139 2.376 0.036
H -3.457 0.583 1.104 0.011
```

***

Density functional theory data (the ωB97M-V functional and the def2-TZVPD basis) for one molecule with the formula C3H9N3.

Properties
electronic energy: -283.9157 hartree
LUMO level: 0.864 eV
strongest force on any atom: 2.9 eV/A
structure (SMILES): [H]/N=C(/C)N(C)N

The geometry in XYZ format:
```
15
Properties=species:S:1:pos:R:3:nbo_charge:R:1
H 0.618 -2.294 0.030 0.311
N 1.325 -1.597 0.005 -0.728
C 0.735 -0.443 -0.030 0.435
C 1.685 0.734 0.006 -0.669
N -0.632 -0.218 -0.071 -0.298
C -1.226 1.152 0.016 -0.419
N -1.511 -1.235 0.029 -0.648
H 1.534 1.366 -0.876 0.214
H 2.691 0.352 -0.101 0.247
H 1.602 1.314 0.923 0.221
H -0.946 1.630 1.078 0.194
H -0.747 1.808 -0.827 0.203
H -2.309 1.013 -0.165 0.233
H -1.553 -1.790 -0.851 0.354
H -1.266 -1.791 0.834 0.350
```

***

Density functional theory data (the ωB97M-V functional and the def2-TZVPD basis) for one molecule with the formula C3H9N3.

Properties
electronic energy: -283.9188 hartree
LUMO level: 0.939 eV
strongest force on any atom: 1.3 eV/A
structure (SMILES): [H]/N=C/N(C)NC

The geometry in XYZ format:
```
15
Properties=species:S:1:pos:R:3:nbo_charge:R:1
H 1.427 1.078 -2.710 0.349
N 1.583 0.729 -1.746 -0.716
C 0.480 0.479 -1.174 0.272
N 0.346 -0.042 0.096 -0.300
C 1.522 0.041 0.967 -0.416
N -0.888 0.165 0.739 -0.459
C -1.861 -0.880 0.403 -0.411
H -0.530 0.587 -1.644 0.139
H 1.754 1.078 1.241 0.187
H 1.322 -0.561 1.831 0.208
H 2.416 -0.347 0.447 0.226
H -1.237 1.104 0.540 0.343
H -2.011 -0.963 -0.700 0.171
H -1.509 -1.834 0.804 0.205
H -2.815 -0.634 0.905 0.203
```

***

Density functional theory data (the ωB97M-V functional and the def2-TZVPD basis) for one molecule with the formula C3H9N3.

Properties
electronic energy: -283.9356 hartree
LUMO level: 0.936 eV
strongest force on any atom: 2.3 eV/A
structure (SMILES): NCC=C(N)N

The geometry in XYZ format:
```
15
Properties=species:S:1:pos:R:3:nbo_charge:R:1
N -2.500 0.060 0.193 -0.836
C -1.323 -0.401 -0.504 -0.219
C -0.204 0.561 -0.393 -0.429
C 1.046 0.115 -0.105 0.388
N 2.164 0.848 -0.517 -0.813
N 1.377 -0.878 0.824 -0.847
H -3.270 -0.596 0.140 0.353
H -2.309 0.274 1.165 0.354
H -0.770 -1.381 -0.142 0.129
H -1.597 -0.612 -1.542 0.187
H -0.367 1.550 -0.794 0.199
H 2.895 0.964 0.170 0.359
H 1.944 1.720 -0.972 0.385
H 0.592 -1.288 1.304 0.398
H 2.321 -0.934 1.175 0.392
```

***

Density functional theory data (the ωB97M-V functional and the def2-TZVPD basis) for a 2-piece molecular cluster, C3H9N3 overall.

Properties
electronic energy: -283.8182 hartree
LUMO level: 1.093 eV
strongest force on any atom: 1.0 eV/A

The geometry in XYZ format:
```
15
Properties=species:S:1:pos:R:3:nbo_charge:R:1
C -1.505 -1.886 0.069 -0.349
N -1.372 0.371 0.595 -0.224
N -1.398 -0.615 -0.230 -0.210
N -1.330 1.609 -0.082 -0.699
C 1.930 -0.124 -0.443 -0.408
C 1.999 0.681 0.600 -0.378
H -1.277 -0.384 -1.226 0.383
H -0.455 1.719 -0.601 0.341
H -1.360 2.317 0.630 0.368
H 2.496 0.063 -1.354 0.191
H -1.449 -2.613 -0.711 0.194
H -1.671 -2.178 1.101 0.203
H 1.344 -1.028 -0.433 0.195
H 1.453 0.490 1.497 0.204
H 2.596 1.579 0.588 0.190
```

***

Density functional theory data (the ωB97M-V functional and the def2-TZVPD basis) for one molecule with the formula C3H9N3.

Properties
multiplicity: 3
electronic energy: -283.5546 hartree
LUMO level (spin up / spin down): 1.252 / -3.572 eV
strongest force on any atom: 5.4 eV/A

The geometry in XYZ format:
```
15
Properties=species:S:1:pos:R:3:lowdin_spin:R:1
C -0.650 1.401 0.521 0.162
C 1.582 0.003 -0.361 0.244
C -0.823 -1.373 0.052 0.114
N -0.628 0.895 -0.873 0.463
N 0.507 0.196 -1.294 0.466
N -0.758 -0.461 -1.096 0.171
H 0.109 2.264 0.419 0.055
H -1.705 1.822 0.498 0.010
H -0.566 0.785 1.420 0.043
H 2.446 0.088 -0.873 0.026
H 1.605 0.577 0.559 0.028
H 1.681 -1.085 -0.044 0.103
H -1.963 -1.640 0.200 0.050
H -0.440 -2.330 -0.127 0.024
H -0.397 -1.141 0.998 0.042
```

***

Density functional theory data (the ωB97M-V functional and the def2-TZVPD basis) for an isolated ion of composition C3H9N3 and charge +1.

Properties
multiplicity: 2
electronic energy: -283.6216 hartree
LUMO level (spin up / spin down): -3.341 / -7.863 eV
charge: +1
strongest force on any atom: 3.3 eV/A

The geometry in XYZ format:
```
15
Properties=species:S:1:pos:R:3:lowdin_spin:R:1
C 1.835 -1.308 0.213 0.002
C 0.491 -0.703 0.040 0.042
N 0.250 0.439 -0.796 0.253
C -0.925 1.007 -0.480 0.029
N -1.589 0.575 0.749 0.035
N -1.438 1.744 -1.457 0.582
H 1.734 -2.122 0.973 0.000
H 2.477 -0.460 0.675 0.001
H 2.164 -1.599 -0.822 0.001
H -0.301 -1.456 -0.137 0.021
H 0.273 -0.459 1.143 0.016
H 0.979 0.936 -1.403 0.002
H -1.225 0.039 1.585 0.000
H -2.433 1.119 0.978 -0.001
H -2.293 2.249 -1.260 0.017
```

***

Density functional theory data (the ωB97M-V functional and the def2-TZVPD basis) for a 2-piece molecular cluster, C3H9N3 overall.

Properties
electronic energy: -283.2150 hartree
LUMO level: -9.613 eV
charge: +2
strongest force on any atom: 4.4 eV/A

The geometry in XYZ format:
```
15
Properties=species:S:1:pos:R:3:nbo_charge:R:1
C -1.704 0.806 -0.177 0.433
C -4.011 -0.115 -0.421 -0.496
C 2.683 1.134 -0.208 -0.527
N 2.432 -1.120 -0.251 -0.279
N -2.765 0.392 -0.287 -0.114
N 1.907 -0.010 -0.319 0.087
H -0.746 1.240 -0.059 0.284
H -4.038 -0.844 -1.240 0.294
H -4.719 0.693 -0.645 0.301
H -4.322 -0.602 0.513 0.297
H 2.228 1.812 0.532 0.295
H 2.569 1.696 -1.151 0.312
H 3.744 0.968 0.012 0.242
H 3.449 -1.273 -0.097 0.428
H 1.841 -1.953 -0.360 0.444
```

***

Density functional theory data (the ωB97M-V functional and the def2-TZVPD basis) for a 2-piece molecular cluster, C3H9N3O overall.

Properties
electronic energy: -359.1259 hartree
LUMO level: 0.754 eV
strongest force on any atom: 3.0 eV/A
structure (SMILES): [H]/N=C\N.C/C=N/O

The geometry in XYZ format:
```
16
Properties=species:S:1:pos:R:3:nbo_charge:R:1
H 3.235 0.331 -0.006 0.336
N 2.464 -0.142 0.470 -0.784
C 1.424 0.623 0.508 0.323
N 1.317 1.838 -0.113 -0.817
H 0.642 0.507 1.323 0.174
H 0.370 2.196 -0.186 0.383
H 1.812 1.899 -0.995 0.381
C -2.382 -0.078 -0.331 -0.664
C -1.257 -0.902 0.205 0.046
N -0.156 -1.036 -0.491 -0.138
O 0.558 -2.150 -0.010 -0.595
H -3.066 -0.730 -0.881 0.236
H -2.005 0.697 -1.003 0.221
H -2.936 0.368 0.498 0.217
H -1.505 -1.616 1.006 0.181
H 1.485 -1.806 0.007 0.502
```

***

Density functional theory data (the ωB97M-V functional and the def2-TZVPD basis) for one molecule with the formula C3H9N3O.

Properties
electronic energy: -359.0666 hartree
LUMO level: 0.936 eV
strongest force on any atom: 6.2 eV/A
structure (SMILES): C=CC(N)(N)NO

The geometry in XYZ format:
```
16
Properties=species:S:1:pos:R:3:nbo_charge:R:1
C -0.786 0.750 1.727 -0.321
C -0.866 -0.288 0.910 -0.280
C 0.018 -0.391 -0.290 0.388
N 0.371 -1.729 -0.677 -0.852
N 1.590 0.394 0.000 -0.925
N -0.526 0.271 -1.434 -0.378
O -0.641 1.669 -1.285 -0.568
H -1.413 0.707 2.656 0.190
H -0.237 1.630 1.607 0.210
H -1.554 -1.034 1.119 0.211
H 0.517 -2.375 0.149 0.381
H 1.052 -1.848 -1.420 0.391
H 1.608 0.609 -0.968 0.345
H 2.196 -0.240 0.424 0.368
H -1.586 0.041 -1.541 0.371
H 0.259 1.833 -0.976 0.467
```

***

Density functional theory data (the ωB97M-V functional and the def2-TZVPD basis) for one molecule with the formula C3H9N3O.

Properties
electronic energy: -359.0733 hartree
LUMO level: 0.973 eV
strongest force on any atom: 4.1 eV/A
structure (SMILES): C=C[C@H](O)N(N)N

The geometry in XYZ format:
```
16
Properties=species:S:1:pos:R:3:nbo_charge:R:1
C 2.387 0.224 -0.455 -0.382
C 1.352 0.430 0.304 -0.215
C 0.278 -0.610 0.531 0.205
O 0.583 -1.844 -0.002 -0.700
N -1.016 -0.019 -0.149 -0.186
N -2.185 -0.913 -0.009 -0.668
N -1.314 1.289 -0.195 -0.656
H 3.049 1.018 -0.460 0.179
H 2.949 -0.576 -0.911 0.218
H 1.249 1.474 0.754 0.203
H 0.226 -0.782 1.541 0.154
H 0.048 -1.968 -0.759 0.486
H -2.856 -0.636 0.739 0.331
H -2.699 -0.766 -0.886 0.353
H -1.387 1.757 0.689 0.314
H -0.663 1.922 -0.732 0.363
```

***

Density functional theory data (the ωB97M-V functional and the def2-TZVPD basis) for one molecule with the formula C3H9N3O.

Properties
electronic energy: -359.1928 hartree
LUMO level: 0.819 eV
strongest force on any atom: 2.3 eV/A
structure (SMILES): NCNC(=O)CN

The geometry in XYZ format:
```
16
Properties=species:S:1:pos:R:3:nbo_charge:R:1
N 0.554 -0.505 2.618 -0.823
C -0.382 -0.920 1.525 -0.047
N -0.022 -0.325 0.278 -0.649
C -0.943 0.008 -0.722 0.675
O -2.089 -0.353 -0.726 -0.580
C -0.238 0.501 -1.996 -0.314
N 0.987 1.266 -1.749 -0.830
H 1.478 -0.548 2.179 0.343
H 0.634 -1.288 3.255 0.356
H -1.413 -0.651 1.805 0.186
H -0.304 -2.017 1.575 0.166
H 0.553 0.493 0.438 0.387
H -0.898 0.959 -2.730 0.207
H 0.092 -0.507 -2.303 0.218
H 1.212 1.961 -2.448 0.368
H 0.779 1.927 -0.998 0.337
```